Record 1
A cluster of 9 separate species, C12H42O9 in total in a non-equilibrium geometry. Source: the Open Molecules 2025 dataset; level of theory: the ωB97M-V functional and the def2-TZVPD basis.

```
63
Properties=species:S:1:pos:R:3:mulliken_charge:R:1
C -0.8852 2.4438 4.0696 -0.93
C -1.4763 1.3830 4.9801 0.49
C -0.5593 0.2090 5.3746 -0.99
O -1.8680 2.0347 6.1702 -0.55
H -0.2743 1.8564 3.3842 0.10
H -0.2191 3.0988 4.6314 0.35
H -1.6864 2.9800 3.5610 0.33
H -2.3592 0.8905 4.5727 0.16
H -0.3301 -0.3144 4.4463 0.06
H -1.1603 -0.4822 5.9656 0.33
H 0.3971 0.4616 5.8324 0.35
H -2.7169 2.4203 5.9415 0.31
C 1.4785 -2.4957 2.2053 -0.77
C 2.2645 -3.8367 2.0012 0.37
C 1.3508 -4.8939 1.4355 -1.37
O 3.3902 -3.6448 1.2075 -0.59
H 1.2591 -2.0584 1.2313 -0.04
H 2.1275 -1.8079 2.7472 0.31
H 0.5210 -2.5683 2.7212 0.35
H 2.7333 -4.1258 2.9418 0.23
H 0.8946 -4.5071 0.5243 0.29
H 0.5732 -5.0971 2.1719 0.37
H 1.8148 -5.8563 1.2198 0.46
H 3.5815 -4.4816 0.7777 0.32
C 0.5796 2.9941 -2.0459 -1.31
C 0.6531 2.7814 -3.5657 0.74
C 1.3430 3.9697 -4.2719 -1.49
O 1.2968 1.6166 -3.7916 -0.70
H 1.5854 2.8764 -1.6427 0.41
H -0.0619 2.3709 -1.4229 0.19
H 0.2748 4.0235 -1.8576 0.41
H -0.3412 2.6631 -3.9963 0.18
H 0.6795 4.8337 -4.2332 0.40
H 1.5359 3.7080 -5.3123 0.37
H 2.2668 4.2585 -3.7706 0.32
H 1.9476 1.5298 -3.0913 0.35
C -2.3321 -0.4834 -2.2385 -0.78
C -3.2428 -0.1172 -3.3681 0.59
C -3.3429 -1.2728 -4.3409 -1.33
O -4.4455 0.3642 -2.8642 -0.58
H -2.1785 0.2879 -1.4838 0.37
H -1.3998 -0.6987 -2.7606 -0.02
H -2.6254 -1.4118 -1.7483 0.31
H -2.8313 0.6888 -3.9756 0.08
H -3.5160 -0.9652 -5.3722 0.36
H -4.1849 -1.8941 -4.0357 0.34
H -2.4020 -1.8217 -4.3025 0.32
H -4.2291 1.2150 -2.4756 0.34
O 0.6400 0.6273 0.3529 -0.29
H -0.0980 0.4300 0.9297 0.31
H 0.5541 0.0040 -0.3685 0.23
O 3.2213 2.1095 0.6919 -0.64
H 3.8589 1.6934 1.2719 0.29
H 2.4387 1.5630 0.7641 0.30
O 1.0017 -0.7308 -1.9912 -0.80
H 0.9495 0.0581 -2.5308 0.40
H 0.4972 -1.3856 -2.4738 0.27
O 3.2786 -2.2153 -1.3240 -0.67
H 2.5236 -1.6496 -1.4855 0.40
H 3.1085 -2.6033 -0.4656 0.43
O -1.5875 -0.2055 1.5328 -0.51
H -2.4067 0.2846 1.6021 0.23
H -1.8603 -1.1042 1.3479 0.24
```

Summary:
- HOMO-LUMO gap (eV) = 10.06
- ΔE to the lowest compared entry with this formula, charge and spin (eV) = 1.413
- E_HOMO (eV) = -10.2
- energy (eV) = -31552.002
- SMILES = CC(C)O.CC(C)O.CC(C)O.CC(C)O.O.O.O.O.O
- charge = 0

=====

Record 2
A structure of composition C12H43B2O10PtSSr in a non-equilibrium geometry. Source: the Open Molecules 2025 dataset; level of theory: the ωB97M-V functional and the def2-TZVPD basis.

```
70
Properties=species:S:1:pos:R:3:mulliken_charge:R:1
Pt -20.4300 -20.5961 -12.4155 3.54
Sr -21.3782 -23.7366 -9.9919 1.60
B -21.2634 -21.6848 -14.4447 0.45
H -21.9932 -21.9362 -15.3733 -0.25
H -21.0123 -22.6817 -13.8316 -0.33
H -20.2091 -21.1630 -14.8232 -0.30
H -21.8466 -20.8302 -13.8001 -0.41
B -22.2495 -21.2954 -10.9240 -0.60
H -22.0727 -22.2391 -11.5917 -0.57
H -21.2519 -21.2685 -10.2942 -0.07
H -22.3780 -20.2800 -11.5762 -0.30
H -23.1524 -21.4593 -10.1811 -0.46
S -18.8373 -23.6358 -12.1085 1.22
O -18.8871 -23.7698 -13.5414 -0.67
O -17.4724 -23.5492 -11.5919 -0.76
O -19.5837 -22.3802 -11.6076 -1.09
O -19.5981 -24.7237 -11.4122 -0.98
C -24.8615 -23.4657 -6.5618 -1.24
C -24.4063 -23.6887 -7.9968 0.02
O -23.0905 -24.0043 -8.1141 -0.86
H -24.3164 -22.6681 -6.0495 0.26
H -24.7728 -24.3974 -5.9960 0.26
H -25.9195 -23.1691 -6.5251 0.37
H -24.7306 -22.8086 -8.6054 0.04
H -25.0744 -24.4831 -8.4181 0.17
C -20.8471 -18.1334 -9.2351 -0.38
C -19.5202 -18.0181 -9.9543 -0.33
O -19.3402 -19.1656 -10.7829 -0.45
H -21.1162 -17.2089 -8.7278 0.42
H -20.8361 -19.0168 -8.5966 -0.01
H -21.6333 -18.3602 -9.9624 -0.17
H -18.7261 -17.9959 -9.2003 0.37
H -19.4273 -17.1000 -10.5392 0.26
H -18.5123 -19.6122 -10.5867 0.23
C -24.6110 -24.2087 -12.7634 -0.87
C -23.8018 -25.4586 -12.4789 -0.48
O -22.5462 -25.0970 -11.9376 -0.19
H -24.1979 -23.6706 -13.6185 0.25
H -24.6304 -23.5409 -11.9007 0.13
H -25.6573 -24.4464 -12.9773 0.43
H -23.7100 -26.0802 -13.3719 0.32
H -24.3705 -26.0685 -11.7649 0.27
H -21.8158 -25.4847 -12.4315 0.17
C -19.6459 -21.2079 -6.3469 -1.12
C -19.5181 -22.4948 -7.1174 -0.24
O -19.7319 -22.2720 -8.5215 -0.17
H -19.6101 -21.3791 -5.2672 0.39
H -20.6847 -20.8551 -6.4327 0.25
H -19.0072 -20.4027 -6.6991 0.30
H -20.2064 -23.2840 -6.8269 0.30
H -18.4978 -22.8851 -7.0113 0.28
H -18.9694 -21.8458 -8.9236 0.11
C -22.6113 -17.3718 -12.4709 -0.64
C -21.9947 -17.9034 -13.7474 -0.34
O -20.7302 -18.5388 -13.5102 -0.45
H -23.4732 -16.7566 -12.7322 0.42
H -21.8611 -16.8425 -11.8847 0.15
H -22.9983 -18.1982 -11.8724 -0.07
H -21.8389 -17.0783 -14.4489 0.49
H -22.6394 -18.6288 -14.2433 0.19
H -20.0209 -17.9707 -13.8168 0.21
C -27.7005 -19.2631 -13.1862 -1.36
C -26.4529 -20.0940 -12.9724 0.25
O -25.9734 -19.8534 -11.6679 -0.55
H -28.4956 -19.5622 -12.4975 0.32
H -28.1075 -19.4714 -14.1801 0.39
H -27.5264 -18.1930 -13.0923 0.32
H -25.7255 -19.7360 -13.7102 0.18
H -26.6913 -21.1428 -13.1622 0.16
H -25.0498 -20.1070 -11.5732 0.22
```

Summary:
- HOMO-LUMO gap (spin up / spin down) (eV) = 6.41 / 6.19
- E_HOMO (spin up / spin down) (eV) = -4.7 / -4.7
- multiplicity = 3
- energy (eV) = -49885.077
- charge = -1

=====

Record 3
A cluster of 9 separate species, C12H43O9 in total in a non-equilibrium geometry. Source: the Open Molecules 2025 dataset; level of theory: the ωB97M-V functional and the def2-TZVPD basis.

```
64
Properties=species:S:1:pos:R:3:mulliken_charge:R:1
O 0.0486 1.3382 -0.6592 -0.35
H 0.0597 2.2514 -0.3634 0.45
H -0.5828 1.1156 -1.3473 0.44
H 0.9112 0.9223 -0.7259 0.44
O 1.1800 5.8901 -0.0246 -0.65
H 1.1867 6.3594 -0.8588 0.32
H 1.5833 6.4974 0.5957 0.33
O -2.5493 -0.4612 -4.0081 -0.64
H -2.6700 0.1127 -4.7646 0.32
H -3.3257 -1.0210 -4.0053 0.33
O 1.2066 -3.4863 -5.3042 -0.62
H 1.4915 -4.1531 -4.6793 0.32
H 0.6090 -2.9295 -4.8052 0.30
O 3.5966 -1.1621 -1.4131 -0.64
H 4.3262 -1.5303 -1.9114 0.32
H 3.8078 -1.3557 -0.4998 0.33
C 1.7832 2.4667 -6.6303 -1.31
C 1.1713 3.7858 -6.4026 0.69
C 0.4356 4.1666 -7.7091 -1.44
O 0.2679 3.8521 -5.3104 -0.56
H 2.4383 2.0562 -5.8619 0.32
H 2.3327 2.5600 -7.5670 0.36
H 1.0150 1.7576 -6.9388 0.34
H 1.9609 4.5277 -6.2832 0.15
H -0.5537 3.7392 -7.8721 0.37
H 1.0394 3.9959 -8.6004 0.36
H 0.1274 5.2113 -7.7524 0.40
H -0.1610 4.7091 -5.3664 0.33
C -1.4520 -5.6874 1.2786 -1.21
C -0.9084 -6.4563 2.4657 0.42
C -1.5577 -7.8209 2.8034 -1.20
O 0.4489 -6.7445 2.1861 -0.55
H -0.7295 -4.8827 1.1422 0.27
H -2.4771 -5.3271 1.3643 0.35
H -1.4326 -6.2375 0.3378 0.32
H -0.9661 -5.8963 3.3990 0.31
H -2.5217 -7.6574 3.2850 0.36
H -1.0601 -8.3205 3.6346 0.30
H -1.5498 -8.4734 1.9303 0.31
H 0.9444 -6.4202 2.9417 0.33
C -6.9120 2.9505 3.2651 -1.52
C -6.4251 1.5197 3.4060 0.65
C -5.2952 1.2386 2.5123 -1.24
O -5.9362 1.4792 4.7034 -0.55
H -6.1659 3.6863 3.5649 0.38
H -7.8392 3.1367 3.8071 0.41
H -7.2268 3.1985 2.2515 0.37
H -7.3400 0.9395 3.2857 0.20
H -5.5022 1.2422 1.4421 0.36
H -4.8607 0.3135 2.8911 0.30
H -4.5519 2.0155 2.6915 0.32
H -6.5499 1.9609 5.2628 0.33
C 6.5247 -0.1954 4.5389 -1.24
C 5.0800 0.2466 4.4864 0.58
C 4.9121 1.6606 3.9713 -1.31
O 4.3269 -0.6258 3.6255 -0.57
H 6.6660 -1.1415 5.0615 0.37
H 7.0462 0.5571 5.1304 0.33
H 6.9446 -0.2495 3.5345 0.32
H 4.6290 0.1096 5.4692 0.20
H 5.3405 1.7882 2.9772 0.33
H 5.4038 2.3556 4.6520 0.36
H 3.9054 2.0523 3.8255 0.33
H 4.3509 -1.5309 3.9445 0.31
```

Summary:
- HOMO-LUMO gap (eV) = 7.20
- E_HOMO (eV) = -11.7
- energy (eV) = -31559.212
- charge = +1